A cluster of 2 separate species, C19H17F3N2O in total at a distorted geometry. Source: the OMol25 dataset; level of theory: wB97M-V/def2-TZVPD.

```
! wB97M-V def2-TZVPD RIJCOSX def2/J DEFGRID3
* xyz 0 1
C 0.3712 1.2792 2.8079
C -0.5333 0.5366 1.9257
N -1.8778 0.6103 2.0327
C -2.5746 1.4462 2.9894
C -2.4984 -0.1984 1.0718
C -1.4800 -0.8068 0.3043
C -1.8422 -1.5457 -0.8139
C -3.2006 -1.7303 -1.1054
C -4.1957 -1.1149 -0.3358
C -3.8487 -0.3177 0.7689
C -0.2006 -0.3307 0.8375
C 1.0641 -0.5299 0.3124
C 1.4307 -1.5218 -0.6641
C 0.9383 -2.8488 -0.6332
C 1.2891 -3.7602 -1.6252
C 2.1500 -3.3805 -2.6621
C 2.6667 -2.0773 -2.6911
C 2.3319 -1.1728 -1.6952
H 1.3828 1.0766 2.4521
H 0.2064 2.3648 2.7706
H 0.3016 0.9545 3.8552
H -3.6445 1.3759 2.7824
H -2.3796 1.1169 4.0190
H -2.2541 2.4935 2.9027
H -1.0641 -1.9682 -1.4438
H -3.4761 -2.3612 -1.9487
H -5.2402 -1.2598 -0.6021
H -4.5862 0.1962 1.3779
H 1.8552 0.1590 0.6178
H 0.2596 -3.1360 0.1713
H 0.8767 -4.7698 -1.5919
H 2.4177 -4.0948 -3.4397
H 3.3386 -1.7664 -3.4911
H 2.7306 -0.1546 -1.6898
H 0.7100 1.8625 -0.3494
N 1.1052 2.7843 -0.5623
C 2.4039 2.6971 -0.7486
C 2.8466 4.1871 -1.1830
F 2.4933 4.3823 -2.4953
F 2.2603 5.1635 -0.4386
F 4.1935 4.3511 -1.0945
O 3.2727 1.8091 -0.6949
*
```

Computed properties:
HOMO level: -7.43 eV

How is the electron density shared among the atoms? According to natural (NBO), the charges in e are:
1 C -0.69
2 C 0.42
3 N -0.30
4 C -0.42
5 C 0.12
6 C 0.00
7 C -0.20
8 C -0.20
9 C -0.19
10 C -0.22
11 C -0.22
12 C 0.07
13 C -0.08
14 C -0.19
15 C -0.22
16 C -0.16
17 C -0.22
18 C -0.16
19 H 0.26
20 H 0.27
21 H 0.25
22 H 0.23
23 H 0.22
24 H 0.23
25 H 0.24
26 H 0.23
27 H 0.23
28 H 0.22
29 H 0.26
30 H 0.22
31 H 0.22
32 H 0.22
33 H 0.23
34 H 0.28
35 H 0.29
36 N -0.88
37 C 0.53
38 C 0.89
39 F -0.35
40 F -0.34
41 F -0.34
42 O -0.76

A structure of composition C19H17F4O at a distorted geometry. Source: the OMol25 dataset; level of theory: wB97M-V/def2-TZVPD.

```
! wB97M-V def2-TZVPD RIJCOSX def2/J DEFGRID3
* xyz 1 1
C -0.2934 5.8075 0.2386
C -0.1658 4.8567 -0.9052
O -0.5155 3.5266 -0.3936
C -0.6075 2.5546 -1.2899
C -0.6899 1.1871 -0.8841
H 0.0440 6.7818 -0.0748
H -1.3226 5.8755 0.5697
H 0.3186 5.5027 1.0738
H -0.8177 5.1532 -1.7367
H 0.8673 4.8010 -1.2581
H -0.5531 2.8193 -2.3758
H -1.2819 0.6569 -1.6995
H -1.1372 1.0411 0.1136
F 2.3826 0.7041 3.9752
C 2.3542 0.9611 2.6041
C 3.0810 2.0419 2.1567
C 3.0350 2.2557 0.7649
F 3.6897 3.3723 0.2562
C 2.2905 1.4814 -0.0938
C 1.4830 0.4483 0.4055
C 0.5448 -0.2503 -0.5268
C 0.1454 -1.5974 -0.1967
C -0.5148 -2.4874 -1.0359
C -1.1543 -3.7434 -0.6304
C -1.7354 -4.5856 -1.6252
C -2.4130 -5.7498 -1.2457
F -2.9775 -6.5324 -2.2285
C -2.5832 -6.1276 0.0910
C -1.9773 -5.3061 1.0322
F -2.1003 -5.6855 2.3484
C -1.2934 -4.1332 0.7205
C 1.5323 0.1531 1.8038
H 3.7205 2.6444 2.7972
H 2.3696 1.6401 -1.1721
H 0.8804 -0.1366 -1.6196
H 0.4719 -2.0147 0.7579
H -0.5137 -2.3121 -2.1318
H -1.6417 -4.3311 -2.6798
H -3.0928 -7.0559 0.3461
H -0.8699 -3.5212 1.5144
H 1.0411 -0.6961 2.2342
*
```

Computed properties:
HOMO level: -11.90 eV

How is the electron density shared among the atoms? According to natural (NBO), the charges in e are:
1 C -0.63
2 C -0.08
3 O -0.41
4 C 0.43
5 C -0.60
6 H 0.24
7 H 0.23
8 H 0.23
9 H 0.20
10 H 0.20
11 H 0.20
12 H 0.26
13 H 0.28
14 F -0.32
15 C 0.43
16 C -0.32
17 C 0.43
18 F -0.32
19 C -0.30
20 C -0.04
21 C -0.04
22 C -0.30
23 C -0.03
24 C -0.09
25 C -0.24
26 C 0.42
27 F -0.31
28 C -0.30
29 C 0.42
30 F -0.31
31 C -0.26
32 C -0.28
33 H 0.27
34 H 0.23
35 H 0.24
36 H 0.22
37 H 0.22
38 H 0.24
39 H 0.27
40 H 0.23
41 H 0.24

The molecule C19H17FN2O2 at a distorted geometry. Source: the OMol25 dataset; level of theory: wB97M-V/def2-TZVPD.

```
! wB97M-V def2-TZVPD RIJCOSX def2/J DEFGRID3
* xyz 0 1
O -0.3714 2.1165 -0.9912
O -1.8019 -2.1649 -0.2379
F -1.7990 3.1642 4.4317
C -1.0740 1.1213 -0.8303
C -1.7544 -0.9632 -0.2675
C -0.5790 -0.2086 -0.5455
C 0.7328 -0.5713 -0.5125
C 4.2875 -0.4352 -4.1358
C 3.2569 0.5188 -4.2382
C 4.4242 -1.1852 -2.9553
C -1.0888 -0.4322 3.8777
C -0.9752 0.8805 4.3746
C 2.4417 0.8026 -3.1119
C 3.5945 -0.9511 -1.8770
C -1.8962 -0.6445 2.8000
C -2.5829 1.6722 2.7649
C -1.7264 1.9339 3.8372
C 2.5914 0.0702 -1.9187
C -2.6754 0.3810 2.2345
N 1.7230 0.3260 -0.8405
N -2.4426 1.2420 -0.6713
C 1.2346 -1.8926 0.0039
C -3.6115 0.0441 1.0995
C -2.9977 -0.0806 -0.2598
H 4.9635 -0.6398 -4.9450
H 3.1847 1.1281 -5.1555
H 5.1814 -1.9469 -2.8436
H -0.4909 -1.2409 4.2540
H -0.3841 1.0654 5.2683
H 1.6299 1.5187 -3.1294
H 3.7149 -1.5743 -0.9780
H -2.0067 -1.6836 2.4690
H -3.0808 2.5277 2.3873
H 1.3267 1.2658 -0.8993
H -2.7766 2.1078 -0.2712
H 0.4112 -2.3881 0.5597
H 2.0762 -1.7489 0.6726
H 1.5292 -2.5431 -0.8307
H -4.1057 -0.8831 1.3099
H -4.3994 0.8118 1.0973
H -3.6836 -0.5207 -0.9961
*
```

Computed properties:
SMILES string: C/C(Nc1ccccc1)=C1/C(=O)N[C@H](Cc2cccc(F)c2)C1=O
ΔE to the lowest compared entry with this formula, charge and spin: 20.9 kcal per mole
HOMO level: -8.63 eV

How is the electron density shared among the atoms? According to natural (NBO), the charges in e are:
1 O -0.65
2 O -0.56
3 F -0.32
4 C 0.68
5 C 0.58
6 C -0.41
7 C 0.44
8 C -0.22
9 C -0.20
10 C -0.20
11 C -0.19
12 C -0.28
13 C -0.24
14 C -0.24
15 C -0.22
16 C -0.27
17 C 0.40
18 C 0.15
19 C -0.01
20 N -0.61
21 N -0.61
22 C -0.69
23 C -0.43
24 C -0.13
25 H 0.22
26 H 0.22
27 H 0.22
28 H 0.22
29 H 0.23
30 H 0.23
31 H 0.22
32 H 0.23
33 H 0.22
34 H 0.43
35 H 0.41
36 H 0.26
37 H 0.23
38 H 0.25
39 H 0.24
40 H 0.22
41 H 0.23

no.,total energy (hartree),HOMO-LUMO gap (eV)
1,-1218.52124,5.3
2,-1208.53034,6.2
3,-1094.08845,8.5